No. 1
{"formula": "C12H26IrN3SeSi", "method": "ωB97M-V/def2-TZVPD", "symbols": ["Ir", "N", "C", "C", "C", "N", "H", "H", "H", "H", "H", "H", "H", "H", "H", "H", "N", "C", "C", "C", "C", "C", "C", "H", "H", "H", "H", "H", "H", "H", "C", "Si", "C", "C", "Se", "H", "H", "H", "H", "H", "H", "H", "H", "H"], "xyz": [[0.0411, 0.0530, 0.3128], [-1.0184, 1.2462, -1.2598], [-0.3756, 2.5226, -1.7064], [0.2006, 3.3075, -0.5361], [1.5698, 2.8185, -0.0720], [1.4425, 1.7567, 0.9587], [-1.1958, 0.6641, -2.0746], [-1.9381, 1.4788, -0.8903], [-1.1101, 3.1298, -2.2350], [0.4090, 2.2664, -2.4171], [-0.5033, 3.2774, 0.3047], [0.2785, 4.3539, -0.8291], [2.1523, 3.6530, 0.3195], [2.1281, 2.3965, -0.9083], [1.0886, 2.1629, 1.8206], [2.3570, 1.3750, 1.1752], [-1.4557, -0.3309, 2.0551], [-0.9368, -0.7217, 3.3519], [-0.4721, -2.0123, 3.5468], [0.0240, -2.3764, 4.7896], [0.0543, -1.4580, 5.8317], [-0.4267, -0.1736, 5.6287], [-0.9257, 0.1972, 4.3869], [-2.0716, 0.4693, 2.1599], [-2.0046, -1.0914, 1.6638], [-0.5198, -2.7327, 2.7378], [0.3694, -3.3895, 4.9554], [0.4384, -1.7461, 6.8006], [-0.4360, 0.5395, 6.4420], [-1.3199, 1.1965, 4.2342], [4.5995, -3.8781, 0.4772], [3.4128, -3.8045, 1.8512], [3.7080, -2.7067, 3.2736], [2.0782, -5.0376, 1.9693], [1.5020, -1.7078, 0.5934], [5.3727, -4.6205, 0.7105], [5.0953, -2.9198, 0.3222], [4.1137, -4.1872, -0.4490], [4.2846, -3.2479, 4.0341], [2.7645, -2.3963, 3.7266], [4.2806, -1.8234, 2.9906], [2.4442, -5.9151, 2.5165], [1.7540, -5.3756, 0.9846], [1.2221, -4.6400, 2.5150]], "forces_ev_per_angstrom": [[0.14, -0.07, -0.11], [0.04, 0.05, 0.18], [-0.01, 0.07, 0.04], [0.06, -0.11, -0.05], [-0.02, 0.05, 0.07], [-0.16, 0.00, -0.09], [-0.01, -0.05, 0.02], [-0.04, -0.02, -0.06], [-0.06, -0.07, -0.02], [0.00, -0.02, 0.00], [-0.01, 0.13, -0.01], [0.01, -0.01, -0.03], [0.01, -0.03, 0.06], [0.02, 0.02, 0.00], [0.05, -0.01, 0.05], [0.00, -0.03, 0.06], [0.29, -0.14, -0.21], [-0.05, 0.07, 0.05], [-0.01, -0.05, -0.02], [-0.01, 0.00, 0.01], [0.04, 0.02, -0.02], [-0.01, 0.01, 0.00], [0.06, 0.07, -0.04], [-0.07, -0.03, 0.03], [-0.15, 0.02, 0.09], [-0.01, -0.01, 0.01], [-0.03, 0.00, 0.00], [-0.03, -0.01, 0.00], [0.02, 0.00, -0.01], [0.00, -0.01, 0.03], [0.12, 0.00, -0.15], [-0.49, 0.49, -0.23], [0.11, 0.08, 0.19], [-0.10, -0.19, -0.01], [0.18, -0.11, 0.11], [-0.01, 0.01, 0.00], [0.03, -0.02, 0.02], [0.01, -0.04, 0.01], [-0.01, 0.02, -0.01], [0.01, -0.04, 0.01], [0.03, -0.03, 0.00], [-0.01, 0.01, 0.00], [0.02, -0.02, 0.01], [0.03, -0.02, 0.04]], "nbo_charge": [0.89, -0.88, -0.22, -0.44, -0.23, -0.83, 0.42, 0.40, 0.22, 0.22, 0.20, 0.26, 0.22, 0.21, 0.40, 0.41, -0.86, 0.21, -0.29, -0.19, -0.20, -0.17, -0.27, 0.40, 0.41, 0.21, 0.22, 0.24, 0.24, 0.22, -1.23, 1.97, -1.23, -1.23, -0.29, 0.30, 0.28, 0.29, 0.30, 0.28, 0.28, 0.30, 0.29, 0.27], "e_lumo_ev": [-6.20, -7.98], "multiplicity": 5, "charge": 2, "gap_ev": [7.8, 6.5]}

=====

No. 2
{"formula": "C12H26N6NdO6S", "method": "ωB97M-V/def2-TZVPD", "symbols": ["O", "H", "Nd", "N", "N", "N", "N", "O", "O", "O", "O", "C", "C", "C", "C", "C", "H", "H", "H", "C", "H", "H", "H", "C", "C", "H", "H", "H", "H", "H", "H", "H", "H", "C", "H", "H", "H", "O", "H", "H", "S", "C", "N", "C", "C", "N", "H", "H", "H", "H", "H", "H"], "xyz": [[-0.3820, 0.3563, -5.4017], [-0.8243, 0.2724, -6.2593], [0.0135, 0.1490, -0.8623], [0.1915, 2.1568, 0.4628], [0.9997, 2.0776, -1.8701], [-1.4801, -1.0684, 0.6671], [-0.9539, -1.7792, -1.8275], [-0.4567, 2.0994, 1.5866], [-1.8661, -0.7022, 1.9846], [-0.2708, -2.3335, -2.9415], [1.6180, 1.0713, -2.4610], [1.7233, 2.9376, -1.0658], [1.1230, 3.1407, 0.2143], [-1.8513, -2.3048, 0.3199], [-1.4346, -2.7226, -1.0038], [1.5122, 4.1805, 1.2071], [1.7689, 3.7034, 2.1586], [0.7076, 4.9063, 1.3881], [2.3827, 4.7398, 0.8535], [2.9956, 3.5093, -1.5574], [2.9421, 3.8033, -2.6130], [3.7599, 2.7227, -1.5069], [3.3234, 4.3765, -0.9752], [-2.4683, -3.2594, 1.2863], [-1.3512, -4.1412, -1.4067], [-3.0469, -2.7300, 2.0495], [-1.6866, -3.8476, 1.7920], [-3.1176, -3.9892, 0.7851], [-0.5406, -4.2218, -2.1296], [-2.2557, -4.5027, -1.9137], [-1.1513, -4.7717, -0.5324], [-1.5620, 0.2292, 2.1083], [0.0640, -1.6237, -3.5029], [-1.3075, 1.0361, -4.5283], [-0.7279, 1.7074, -3.8713], [-1.7673, 0.2685, -3.8781], [-2.0895, 1.6009, -5.0891], [-2.4269, 1.4118, -0.7063], [-3.1748, 0.9136, -0.3413], [-2.3727, 2.2542, -0.2165], [2.2178, -1.0595, 0.4032], [1.6245, -0.9957, 2.0145], [1.1120, -2.0223, 2.7197], [0.8741, -1.6923, 4.1192], [1.1914, -0.2056, 4.1736], [1.6604, 0.0866, 2.8251], [1.0926, -2.9685, 2.3469], [1.5410, -2.2675, 4.7677], [-0.1599, -1.9119, 4.3953], [1.9708, 0.0331, 4.9018], [0.3062, 0.3935, 4.4025], [2.0103, 0.9839, 2.5284]], "forces_ev_per_angstrom": [[-0.69, 0.33, -0.06], [0.33, -0.09, 0.28], [2.05, 4.09, -0.88], [1.55, 0.95, 0.39], [0.03, 0.71, 2.48], [-1.78, -2.39, 1.37], [-0.89, -3.24, 0.13], [-0.29, 0.12, 0.28], [0.42, -0.51, -1.34], [-0.96, -0.14, 1.11], [0.16, -0.81, -0.75], [-1.62, -0.82, -1.63], [-1.55, -1.32, -0.17], [0.54, 2.84, 2.08], [1.58, 1.56, -3.10], [0.01, 0.08, 0.04], [-0.13, 0.17, 0.01], [0.09, -0.29, 0.03], [-0.16, -0.13, 0.10], [0.74, -0.19, 0.01], [-0.21, -0.12, 0.28], [0.11, 0.21, 0.03], [-0.03, -0.27, -0.09], [-0.46, -0.30, -0.01], [0.20, -0.58, 0.24], [0.20, -0.09, -0.21], [-0.10, 0.26, -0.10], [0.15, 0.27, 0.04], [-0.05, -0.28, 0.19], [0.04, 0.21, 0.22], [-0.12, 0.02, -0.29], [0.20, -0.07, -0.60], [-0.19, 0.67, -0.10], [0.33, -0.21, 0.08], [-0.24, -0.07, -0.44], [-0.31, 0.33, -0.20], [0.59, -0.42, 0.54], [0.12, -0.18, 0.07], [0.20, 0.38, -0.07], [0.04, -0.48, -0.11], [-0.18, -0.17, 0.57], [0.10, 0.60, 0.95], [0.18, -0.26, -0.81], [-0.08, -0.62, 0.24], [-0.05, 0.81, 0.19], [0.14, -1.02, -0.87], [0.13, 0.56, 0.16], [-0.11, 0.00, -0.09], [0.12, 0.05, -0.02], [-0.14, -0.05, -0.05], [0.11, -0.01, -0.02], [-0.14, -0.08, -0.12]], "mulliken_charge": [-0.50, 0.30, 0.80, 0.66, -0.04, 0.42, 0.12, -0.78, -0.49, -0.42, -0.67, 0.36, 0.33, 0.40, 0.44, -1.27, 0.25, 0.30, 0.32, -1.34, 0.33, 0.26, 0.42, -1.64, -1.40, 0.43, 0.32, 0.44, 0.46, 0.32, 0.40, 0.35, 0.35, -0.23, 0.06, 0.06, 0.39, -0.51, 0.29, 0.31, -0.32, -0.05, -0.01, -0.44, -0.51, 0.10, 0.26, 0.33, 0.26, 0.37, 0.26, 0.17], "e_lumo_ev": [-4.47, -4.49], "multiplicity": 4, "charge": 1, "gap_ev": [5.3, 5.0]}

=====

No. 3
{"formula": "C12H26NO2S", "method": "ωB97M-V/def2-TZVPD", "symbols": ["C", "C", "N", "C", "C", "C", "C", "S", "H", "H", "H", "H", "H", "H", "H", "H", "H", "H", "H", "H", "H", "H", "C", "C", "O", "C", "H", "H", "H", "H", "H", "H", "C", "C", "O", "C", "H", "H", "H", "H", "H", "H"], "xyz": [[-0.0264, 3.1004, 3.2286], [0.9974, 3.9383, 3.9874], [2.3638, 3.7108, 3.5334], [2.5735, 4.1565, 2.1191], [2.4377, 2.9654, 1.1541], [3.5030, 2.9743, 0.0746], [3.3591, 1.7941, -0.8917], [4.0357, 0.2322, -0.2297], [-0.9278, 2.9087, 3.8054], [0.4527, 2.1732, 2.9253], [-0.2741, 3.6113, 2.3003], [0.9343, 3.6651, 5.0492], [0.7122, 4.9993, 3.9125], [2.9178, 4.3590, 4.0867], [3.6322, 4.4398, 2.0490], [1.4478, 2.9930, 0.6878], [2.4747, 2.0139, 1.7080], [3.4415, 3.8828, -0.5229], [4.4689, 2.9232, 0.5744], [2.3086, 1.6142, -1.1027], [3.8586, 1.9991, -1.8363], [4.1492, 0.5868, 1.0586], [1.0600, -1.5192, -0.9959], [-0.4400, -1.3533, -0.9505], [-0.9667, -0.4620, -0.3264], [-1.2634, -2.3581, -1.7249], [1.5606, -0.7487, -0.4075], [1.3348, -2.4969, -0.5947], [1.4066, -1.4483, -2.0294], [-1.0804, -3.3659, -1.3529], [-1.0059, -2.3203, -2.7841], [-2.3191, -2.1235, -1.6084], [-5.0624, -3.8508, -3.4197], [-4.0959, -4.6698, -2.5985], [-2.9063, -4.6358, -2.8048], [-4.6841, -5.5274, -1.5040], [-4.5123, -3.2814, -4.1650], [-5.7748, -4.5064, -3.9235], [-5.6088, -3.1604, -2.7751], [-5.3810, -6.2515, -1.9295], [-5.2157, -4.9025, -0.7846], [-3.8858, -6.0590, -0.9918]], "forces_ev_per_angstrom": [[0.56, 0.27, -0.46], [-0.26, -0.13, 0.47], [-0.10, 0.36, -0.19], [0.14, -0.21, -0.24], [-0.40, 0.68, 0.42], [-0.38, -0.61, -0.10], [0.05, 0.09, 0.26], [0.41, -0.13, -0.14], [-0.12, -0.02, 0.07], [-0.14, -0.34, 0.19], [-0.18, 0.04, -0.08], [0.14, -0.01, 0.08], [0.01, 0.10, -0.12], [0.10, -0.22, 0.02], [0.11, 0.11, 0.25], [-0.07, -0.26, -0.28], [0.15, -0.15, 0.09], [0.05, 0.28, 0.13], [0.28, 0.17, -0.17], [-0.19, 0.08, -0.05], [0.18, -0.18, -0.06], [-0.14, 0.14, -0.05], [-0.13, 0.26, 0.18], [0.03, 0.05, 0.03], [-0.04, -0.03, -0.02], [-0.06, 0.24, 0.15], [-0.18, -0.13, -0.07], [0.04, -0.05, -0.14], [0.04, -0.14, 0.00], [0.07, -0.05, -0.13], [0.06, -0.15, 0.00], [0.00, 0.01, 0.00], [0.16, 0.05, -0.09], [0.06, 0.02, 0.00], [-0.07, -0.12, -0.06], [0.19, -0.04, 0.03], [0.01, 0.00, 0.01], [-0.09, 0.03, 0.09], [-0.10, -0.07, 0.00], [-0.10, 0.07, 0.04], [-0.11, -0.03, -0.05], [0.01, 0.01, -0.01]], "nbo_charge": [-0.63, -0.23, -0.69, -0.57, -0.46, -0.40, -0.49, -0.12, 0.18, 0.21, 0.21, 0.15, 0.15, 0.33, 0.11, 0.17, 0.16, 0.20, 0.19, 0.20, 0.20, 0.14, -0.73, 0.59, -0.54, -0.71, 0.26, 0.22, 0.22, 0.23, 0.23, 0.22, -0.72, 0.60, -0.54, -0.72, 0.24, 0.22, 0.23, 0.22, 0.23, 0.24], "e_lumo_ev": 2.01, "multiplicity": 1, "charge": -1, "gap_ev": 2.8}

=====

No. 4
{"formula": "C12H27BBr2N3O", "method": "ωB97M-V/def2-TZVPD", "symbols": ["C", "C", "C", "N", "B", "C", "C", "N", "C", "Br", "C", "C", "Br", "H", "H", "H", "H", "H", "H", "H", "H", "H", "H", "H", "H", "H", "H", "H", "C", "C", "C", "O", "C", "N", "H", "H", "H", "H", "H", "H", "H", "H", "H", "H", "H", "H"], "xyz": [[-4.2726, 2.5962, -0.5800], [-2.8419, 2.1457, -0.3238], [-2.3829, 1.1185, -1.3498], [-1.2102, 0.3136, -0.9365], [-1.5301, -0.7760, 0.0078], [-2.6589, -1.8228, -0.3842], [-3.7247, -1.9649, 0.6674], [-4.4255, -1.0283, 1.1209], [-0.7777, -1.0524, 1.3753], [-0.7431, -2.9185, 1.8661], [-0.1724, -0.2487, 2.2225], [0.4930, -0.6302, 3.4846], [-0.1091, 1.6524, 1.9462], [-4.9395, 1.7955, -0.2820], [-4.4950, 3.4205, 0.0816], [-4.4442, 2.8878, -1.6057], [-2.8067, 1.7115, 0.6706], [-2.1685, 2.9899, -0.3769], [-3.2530, 0.5253, -1.6459], [-2.0862, 1.6649, -2.2354], [-0.8534, -0.1009, -1.7958], [-3.1154, -1.5969, -1.3424], [-2.1330, -2.7650, -0.5226], [-3.8787, -2.9557, 1.0736], [-4.1733, -0.1520, 0.6509], [-0.2057, -0.4310, 4.2884], [1.3324, 0.0250, 3.6663], [0.8248, -1.6531, 3.4791], [3.3791, -0.2144, 0.9305], [2.4345, -0.4425, -0.2379], [3.1037, -1.0598, -1.4666], [3.8742, -0.0832, -2.1410], [5.2900, -0.1513, -1.9315], [1.8976, 0.8870, -0.6803], [4.1258, 0.5494, 0.7075], [2.8283, 0.1113, 1.8138], [3.8978, -1.1372, 1.1829], [1.5849, -1.0449, 0.0836], [2.3284, -1.3818, -2.1696], [3.6871, -1.9406, -1.1989], [5.6227, -1.1781, -1.7807], [5.5828, 0.4617, -1.0771], [5.7719, 0.2463, -2.8211], [1.6223, 1.4927, 0.0961], [1.0856, 0.7926, -1.2951], [2.6350, 1.3423, -1.2348]], "forces_ev_per_angstrom": [[0.37, -0.20, 0.56], [-0.06, -0.32, -0.33], [-0.17, 0.34, -0.21], [0.51, 0.24, 0.22], [-0.67, -0.52, -0.06], [0.32, 0.36, -0.01], [0.43, -0.58, -0.13], [-0.33, 0.69, 0.12], [-0.35, -0.47, -1.20], [-0.06, 0.05, -0.10], [0.56, 0.60, 0.33], [0.15, 0.64, 0.21], [-0.10, -0.12, -0.02], [-0.36, -0.17, -0.28], [-0.17, 0.39, 0.01], [-0.13, 0.06, -0.28], [0.20, 0.04, 0.32], [0.28, 0.25, 0.33], [0.06, -0.36, 0.07], [0.02, 0.09, -0.35], [-0.10, -0.26, 0.02], [-0.15, 0.14, -0.17], [0.02, -0.31, -0.01], [-0.13, -0.24, 0.14], [-0.16, 0.03, 0.12], [-0.15, -0.25, 0.40], [0.31, 0.15, 0.09], [-0.04, -0.31, 0.14], [-0.09, 0.13, 0.10], [0.34, -0.15, 0.29], [-0.34, 0.27, -0.38], [0.17, -0.24, 0.13], [0.03, 0.21, -0.03], [0.26, 0.23, -0.54], [0.04, -0.05, -0.06], [0.00, 0.01, 0.00], [-0.02, -0.02, -0.03], [0.00, 0.00, -0.07], [0.03, -0.03, 0.00], [0.03, 0.03, 0.13], [-0.06, -0.03, 0.00], [0.05, -0.08, 0.04], [-0.06, 0.00, -0.03], [-0.19, -0.14, 0.17], [-0.37, 0.00, 0.29], [0.08, -0.10, 0.07]], "nbo_charge": [-0.61, -0.40, -0.21, -1.01, 1.11, -0.93, 0.16, -0.58, -0.53, 0.08, 0.01, -0.69, 0.07, 0.21, 0.22, 0.21, 0.20, 0.20, 0.18, 0.20, 0.39, 0.25, 0.27, 0.18, 0.31, 0.26, 0.23, 0.25, -0.64, -0.07, -0.08, -0.56, -0.25, -0.70, 0.22, 0.23, 0.25, 0.24, 0.20, 0.21, 0.19, 0.17, 0.21, 0.45, 0.45, 0.45], "e_lumo_ev": -3.29, "multiplicity": 1, "charge": 1, "gap_ev": 9.0}

=====

- Number 3 is which compound?
  C12H26NO2S